Record 1
DFT (wB97M-V/def2-TZVPD) results for 21 unconnected molecules or ions with the total composition C2H44O22.

Each line ends with the Mulliken charge.
CARTESIAN COORDINATES (ANGSTROEM)
O (0.65, 12.26, 3.44)  0.230
C (-0.76, 11.86, 3.48)  2.006
C (-0.60, 10.43, 3.60)  0.857
O (-1.91, 9.87, 3.66)  0.194
H (-1.32, 12.13, 2.56)  -1.461
H (-1.24, 12.24, 4.35)  -0.622
H (0.03, 10.16, 4.36)  0.696
H (-0.27, 9.93, 2.72)  0.289
O (0.95, 11.80, 0.98)  -0.770
H (0.92, 12.00, 1.93)  -0.189
H (0.23, 12.29, 0.56)  0.228
O (-1.84, 8.40, 1.59)  -0.788
H (-1.71, 8.96, 2.39)  -0.099
H (-1.06, 7.90, 1.54)  0.648
O (1.08, 9.81, 7.02)  -0.826
H (0.15, 9.61, 6.75)  0.597
H (1.54, 9.27, 6.36)  0.310
O (0.65, 15.00, 3.05)  -0.712
H (1.34, 15.32, 2.44)  0.287
H (0.67, 14.07, 2.91)  0.141
O (0.29, 13.67, 5.71)  -0.815
H (0.27, 13.08, 4.94)  0.312
H (0.85, 14.37, 5.41)  0.302
O (2.28, 8.32, 5.09)  -0.664
H (3.11, 8.54, 5.48)  0.324
H (2.37, 8.72, 4.20)  0.440
O (2.34, 11.47, 5.30)  -0.864
H (1.65, 11.57, 4.56)  0.018
H (1.87, 10.89, 5.89)  0.571
O (-3.63, 7.94, 4.12)  -0.722
H (-2.97, 8.60, 3.97)  0.168
H (-4.06, 8.30, 4.94)  0.337
O (0.54, 6.89, 1.70)  -0.742
H (1.41, 7.29, 1.54)  0.271
H (0.39, 7.02, 2.61)  0.352
O (-3.83, 11.28, 4.80)  -0.734
H (-3.48, 12.00, 5.29)  0.444
H (-3.17, 10.69, 4.42)  -0.007
O (-3.36, 11.18, 1.71)  -0.706
H (-2.91, 10.80, 2.44)  -0.114
H (-4.22, 11.54, 1.94)  0.326
O (-3.21, 14.00, 3.26)  -0.705
H (-2.87, 14.59, 3.96)  0.338
H (-2.71, 13.21, 3.31)  0.477
O (2.15, 9.77, 2.71)  -0.623
H (1.21, 9.97, 2.59)  -1.011
H (2.45, 9.01, 2.24)  0.210
O (3.56, 12.23, 2.34)  -0.632
H (4.37, 11.77, 2.17)  0.271
H (2.90, 11.70, 1.92)  0.237
O (-2.92, 13.18, 6.38)  -0.606
H (-2.14, 12.69, 6.40)  0.302
H (-3.33, 12.98, 7.20)  0.277
O (-0.50, 7.43, 4.16)  -0.699
H (-0.73, 8.35, 4.17)  0.453
H (-0.28, 7.16, 5.03)  0.290
O (1.34, 9.26, -0.01)  -0.619
H (1.45, 9.65, -0.89)  0.211
H (1.18, 9.95, 0.61)  0.478
O (3.00, 13.88, 4.36)  -0.558
H (3.33, 14.81, 4.24)  0.277
H (2.94, 13.49, 3.49)  0.297
O (-1.45, 9.36, 6.39)  -0.765
H (-1.76, 9.58, 5.53)  0.221
H (-1.86, 10.08, 6.91)  0.329
O (-2.20, 13.28, 0.18)  -0.660
H (-2.29, 12.60, 0.82)  0.448
H (-3.07, 13.38, -0.23)  0.249

Computed properties:
Molecular weight   420.35 g/mol
Net charge   -2
ΔE to the lowest compared entry with this formula, charge and spin   3.217 eV
Strongest force on any atom   4.93 eV Å⁻¹


Record 2
DFT (wB97M-V/def2-TZVPD) results for 2 unconnected molecules or ions with the total composition C26H17F3NO5S.

Each line ends with the Mulliken charge.
CARTESIAN COORDINATES (ANGSTROEM)
F (3.98, 0.35, 2.93)  -0.235
C (2.87, -0.34, 2.61)  0.603
F (2.98, -0.77, 1.32)  -0.175
F (2.78, -1.42, 3.41)  -0.247
S (1.36, 0.76, 2.75)  1.061
C (0.19, -0.13, 1.76)  -1.232
C (-1.15, -0.18, 2.31)  0.504
C (-1.90, -1.38, 2.47)  -0.440
C (-3.24, -1.33, 2.80)  -0.603
C (-3.91, -0.12, 2.97)  0.509
C (-5.33, -0.06, 3.22)  0.011
N (-6.47, -0.04, 3.45)  -0.621
C (-3.17, 1.07, 2.87)  -0.773
C (-1.81, 1.04, 2.60)  -0.303
O (1.04, 0.77, 4.16)  -0.717
O (1.73, 1.97, 2.07)  -0.597
H (0.62, -1.10, 1.51)  0.826
H (-1.39, -2.34, 2.31)  0.392
H (-3.81, -2.25, 2.89)  0.414
H (-3.69, 2.02, 3.00)  0.400
H (-1.23, 1.98, 2.55)  0.331
C (-4.08, -2.95, -2.91)  -0.784
O (-4.13, -1.52, -2.73)  -0.465
C (-3.13, -0.92, -2.02)  0.867
C (-2.06, -1.64, -1.44)  -0.821
C (-0.98, -0.93, -0.92)  -0.059
C (-0.99, 0.47, -0.87)  0.270
C (0.17, 1.17, -0.32)  -0.187
C (1.43, 1.11, -0.86)  0.728
C (2.47, 2.18, -0.68)  -0.994
O (2.36, 3.31, -0.25)  -0.671
C (3.71, 1.60, -1.27)  0.634
C (3.41, 0.44, -2.00)  -0.056
C (4.38, -0.20, -2.76)  -0.406
C (5.69, 0.30, -2.76)  -0.479
C (6.01, 1.43, -1.99)  -0.478
C (5.02, 2.09, -1.25)  -0.590
C (1.98, 0.08, -1.80)  0.600
O (1.44, -0.90, -2.32)  -0.735
C (-2.13, 1.17, -1.33)  -0.326
C (-3.18, 0.49, -1.91)  -0.870
H (-4.97, -3.18, -3.49)  0.239
H (-3.17, -3.25, -3.46)  0.327
H (-4.13, -3.48, -1.95)  0.290
H (-2.04, -2.73, -1.46)  0.291
H (-0.13, -1.47, -0.54)  0.471
H (-0.04, 2.10, 0.22)  0.557
H (4.12, -1.08, -3.33)  0.466
H (6.47, -0.19, -3.34)  0.366
H (7.04, 1.79, -1.97)  0.373
H (5.24, 2.98, -0.66)  0.467
H (-2.16, 2.25, -1.26)  0.466
H (-4.04, 1.00, -2.33)  0.401

Computed properties:
Molecular weight   512.48 g/mol
Net charge   -1
Strongest force on any atom   1.81 eV Å⁻¹
Total energy   -57952.854 eV


Record 3
DFT (wB97M-V/def2-TZVPD) results for a molecular structure, C6H20HgO6.

Each line ends with the Mulliken charge.
CARTESIAN COORDINATES (ANGSTROEM)
Hg (-0.08, -0.15, 0.27)  1.631
C (-2.51, -1.71, -2.56)  -0.974
C (-1.02, -1.70, -2.24)  -0.043
O (-0.72, -1.84, -0.90)  -0.912
H (-2.68, -1.80, -3.64)  0.386
H (-3.02, -0.79, -2.23)  0.172
H (-2.99, -2.55, -2.05)  0.222
H (-0.49, -0.86, -2.72)  0.051
H (-0.61, -2.59, -2.76)  0.257
C (2.79, 0.60, -1.97)  -0.806
C (2.75, 0.70, -0.47)  -0.230
O (2.06, -0.33, 0.14)  -0.855
H (3.37, -0.25, -2.34)  0.269
H (3.32, 1.48, -2.37)  0.361
H (1.78, 0.64, -2.38)  0.074
H (2.29, 1.67, -0.16)  0.048
H (3.77, 0.85, -0.05)  0.342
C (0.74, 0.77, 3.24)  -0.544
C (-0.23, -0.37, 3.51)  -0.291
O (-0.14, -1.29, 2.44)  -0.459
O (0.31, 1.48, 2.05)  -0.414
H (1.73, 0.38, 2.99)  0.196
H (0.90, 1.48, 4.05)  0.489
H (-1.22, 0.09, 3.46)  0.126
H (-0.09, -0.79, 4.50)  0.440
H (0.07, -2.19, 2.68)  0.247
H (0.04, 2.37, 2.29)  0.232
O (-0.59, 1.72, -1.29)  -0.559
H (-1.01, 1.87, -2.14)  0.259
H (0.05, 2.44, -1.19)  0.250
O (-2.49, 0.08, 0.62)  -0.467
H (-2.91, 0.62, -0.06)  0.257
H (-3.17, -0.04, 1.29)  0.243

Computed properties:
Molecular weight   388.81 g/mol
ΔE to the lowest compared entry with this formula, charge and spin   0.000 eV
Strongest force on any atom   2.18 eV Å⁻¹


Record 4
DFT (wB97M-V/def2-TZVPD) results for a molecular structure, C17H5Cl4N2O9STaTe.

Each line ends with the Mulliken charge.
CARTESIAN COORDINATES (ANGSTROEM)
Ta (0.14, 0.93, 0.37)  1.483
O (3.28, 1.49, 2.40)  -0.468
C (2.88, 0.98, 1.40)  -0.117
O (1.98, 1.60, 0.55)  -0.435
C (3.27, -0.35, 0.85)  1.151
C (4.60, -0.70, 0.69)  -0.671
C (4.89, -1.88, 0.03)  -0.281
C (3.91, -2.69, -0.51)  -0.498
C (2.59, -2.32, -0.35)  -0.173
C (2.24, -1.18, 0.38)  0.696
O (0.99, -0.82, 0.67)  -0.757
N (1.56, -3.13, -1.01)  0.951
O (0.59, -2.54, -1.45)  -0.540
O (1.75, -4.32, -1.09)  -0.573
N (6.30, -2.27, -0.15)  1.027
O (6.52, -3.32, -0.71)  -0.608
O (7.14, -1.53, 0.33)  -0.609
H (5.40, -0.07, 1.06)  0.577
H (4.17, -3.59, -1.04)  0.600
Cl (-4.07, 4.04, -3.97)  -0.176
C (-3.33, 2.88, -2.94)  0.317
C (-3.81, 1.57, -2.91)  0.350
Cl (-5.14, 1.11, -3.89)  -0.184
C (-3.23, 0.62, -2.07)  0.035
Cl (-3.80, -1.00, -1.97)  -0.172
C (-2.18, 1.01, -1.25)  0.323
O (-1.49, 0.21, -0.41)  -0.508
C (-1.66, 2.30, -1.35)  0.563
O (-0.55, 2.49, -0.60)  -0.913
C (-2.23, 3.26, -2.16)  -0.034
Cl (-1.57, 4.83, -2.21)  -0.182
Te (-0.43, 1.58, 2.92)  -0.053
C (-2.39, 0.89, 2.68)  -0.032
C (-2.88, -0.34, 3.02)  -0.305
C (-4.25, -0.49, 2.67)  -0.465
C (-4.76, 0.61, 2.06)  -0.443
S (-3.59, 1.85, 1.92)  -0.130
H (-2.28, -1.10, 3.49)  0.429
H (-4.82, -1.39, 2.85)  0.394
H (-5.76, 0.76, 1.69)  0.431

Computed properties:
Molecular weight   863.66 g/mol
ΔE to the lowest compared entry with this formula, charge and spin   0.403 eV
Strongest force on any atom   1.28 eV Å⁻¹


Record 5
DFT (wB97M-V/def2-TZVPD) results for C25H24N2O6 in the gas phase.

Each line ends with the Mulliken charge.
CARTESIAN COORDINATES (ANGSTROEM)
C (-5.54, -4.03, -3.63)  -0.841
O (-5.25, -2.65, -3.58)  -0.452
C (-4.44, -2.20, -2.58)  0.833
C (-3.84, -3.00, -1.61)  -0.550
C (-3.04, -2.42, -0.64)  -0.791
C (-2.82, -1.05, -0.62)  -0.325
C (-2.01, -0.45, 0.48)  0.546
O (-2.37, -0.49, 1.64)  -0.673
N (-0.87, 0.19, 0.10)  0.443
C (-0.23, 0.09, -1.19)  -1.082
C (0.94, -0.89, -1.08)  -0.955
C (1.81, -0.57, 0.11)  -0.699
C (3.09, -1.11, 0.19)  -0.154
C (3.92, -0.88, 1.28)  1.265
O (5.20, -1.37, 1.36)  -0.462
C (5.67, -2.19, 0.32)  -0.941
C (3.43, -0.11, 2.35)  0.201
O (4.09, 0.23, 3.50)  -0.476
C (5.26, -0.45, 3.89)  -0.782
C (2.15, 0.42, 2.26)  -0.273
C (1.33, 0.21, 1.15)  -0.731
C (-0.04, 0.82, 1.11)  0.328
C (-0.03, 2.32, 0.86)  -0.067
C (1.13, 3.08, 0.81)  -0.360
C (1.09, 4.44, 0.56)  -0.895
C (-0.12, 5.08, 0.36)  -0.528
C (-1.29, 4.32, 0.40)  -0.317
N (-2.56, 4.95, 0.16)  1.051
O (-2.58, 6.17, 0.13)  -0.638
O (-3.52, 4.24, -0.02)  -0.607
C (-1.25, 2.95, 0.66)  -0.186
C (-3.43, -0.25, -1.58)  -0.118
C (-4.23, -0.82, -2.55)  -0.575
H (-6.20, -4.15, -4.49)  0.243
H (-6.04, -4.37, -2.73)  0.343
H (-4.63, -4.63, -3.79)  0.334
H (-3.99, -4.06, -1.60)  0.386
H (-2.59, -3.04, 0.12)  0.480
H (-0.94, -0.25, -1.94)  0.534
H (0.14, 1.08, -1.47)  0.387
H (1.53, -0.86, -2.00)  0.500
H (0.55, -1.90, -0.98)  0.265
H (3.44, -1.71, -0.63)  0.524
H (6.68, -2.48, 0.62)  0.252
H (5.72, -1.66, -0.63)  0.340
H (5.06, -3.10, 0.21)  0.356
H (5.11, -1.53, 3.92)  0.314
H (6.10, -0.22, 3.24)  0.239
H (5.47, -0.09, 4.90)  0.291
H (1.79, 1.00, 3.09)  0.461
H (-0.55, 0.64, 2.07)  0.560
H (2.09, 2.60, 0.95)  0.426
H (2.00, 5.01, 0.52)  0.423
H (-0.19, 6.13, 0.16)  0.500
H (-2.18, 2.40, 0.70)  0.627
H (-3.29, 0.82, -1.56)  0.576
H (-4.72, -0.21, -3.29)  0.452

Computed properties:
Molecular weight   448.48 g/mol
Structure (SMILES)   COc1ccc(C(=O)N2CCc3cc(OC)c(OC)cc3[C@H]2c2cccc([N+](=O)[O-])c2)cc1
ΔE to the lowest compared entry with this formula, charge and spin   5.087 eV
Strongest force on any atom   1.33 eV Å⁻¹


Record 6
DFT (wB97M-V/def2-TZVPD) results for a molecular structure, C26H29BaN2O4.

Each line ends with the Mulliken charge.
CARTESIAN COORDINATES (ANGSTROEM)
C (0.82, -1.94, 0.58)  0.591
C (-0.47, -2.36, 0.19)  -0.125
C (-0.34, -3.12, -0.99)  -1.211
H (-1.38, -2.21, 0.79)  0.363
C (1.05, -3.15, -1.34)  -0.255
C (1.76, -2.41, -0.37)  -1.391
H (2.85, -2.28, -0.31)  0.288
H (1.02, -1.41, 1.51)  0.282
H (-1.15, -3.66, -1.50)  0.344
H (1.48, -3.72, -2.17)  0.372
C (-0.55, 2.37, -0.50)  -1.296
C (-0.30, 1.49, 0.59)  0.283
C (1.11, 1.28, 0.68)  0.290
H (-1.01, 1.11, 1.31)  0.239
C (1.74, 1.99, -0.38)  -1.417
C (0.71, 2.68, -1.10)  -0.373
H (0.87, 3.38, -1.92)  0.382
H (-1.53, 2.79, -0.76)  0.344
H (1.60, 0.71, 1.46)  0.523
H (2.82, 2.05, -0.55)  0.323
Ba (0.26, -0.25, -2.07)  1.471
O (-0.08, -0.51, -4.30)  -0.628
C (-1.00, -1.17, -5.06)  -0.483
C (0.16, -1.45, -5.97)  -0.539
H (-1.42, -2.09, -4.62)  0.388
H (-1.77, -0.54, -5.52)  0.320
H (0.79, -2.30, -5.76)  0.444
H (1.32, -2.24, -8.15)  0.343
C (1.03, -1.20, -8.23)  -0.511
C (0.46, -0.58, -7.08)  0.849
C (0.10, 0.79, -7.15)  -0.293
H (-0.31, 1.29, -6.27)  0.374
C (0.24, 1.49, -8.35)  -0.580
H (-0.05, 2.53, -8.41)  0.383
C (0.74, 0.84, -9.49)  -0.356
H (0.84, 1.39, -10.44)  0.347
C (1.14, -0.50, -9.42)  -0.513
H (1.52, -1.01, -10.30)  0.367
C (-2.97, 1.09, 5.34)  -1.234
C (-1.63, 1.46, 5.96)  -1.049
C (-0.48, 0.48, 5.63)  2.799
C (0.84, 0.91, 6.33)  -1.235
C (1.31, 2.33, 6.05)  -1.223
C (-0.84, -0.92, 6.17)  -0.200
O (-1.12, -1.13, 7.34)  -0.709
N (-0.84, -1.92, 5.25)  0.062
C (-0.62, -1.88, 3.87)  0.055
O (-0.74, -2.92, 3.23)  -0.719
N (-0.28, -0.67, 3.35)  0.050
C (-0.26, 0.44, 4.08)  -0.649
O (-0.03, 1.54, 3.53)  -0.665
H (-2.91, 1.14, 4.25)  0.242
H (-3.73, 1.79, 5.68)  0.457
H (-3.27, 0.07, 5.64)  0.271
H (-1.33, 2.46, 5.63)  0.320
H (-1.72, 1.50, 7.06)  0.401
H (0.71, 0.77, 7.41)  0.445
H (1.62, 0.20, 6.01)  0.398
H (0.58, 3.06, 6.42)  0.249
H (2.27, 2.49, 6.56)  0.436
H (1.44, 2.46, 4.97)  0.271
H (-1.07, -2.87, 5.60)  0.284

Computed properties:
Molecular weight   570.86 g/mol
Net charge   -1
Strongest force on any atom   5.20 eV Å⁻¹
Total energy   -39296.242 eV


Record 7
DFT (wB97M-V/def2-TZVPD) results for a gas-phase ion, C16H25N3OP (charge +1).

Each line ends with the Mulliken charge.
CARTESIAN COORDINATES (ANGSTROEM)
C (3.66, -1.85, -2.30)  -0.541
N (4.83, -1.10, -1.69)  -0.401
C (4.53, 0.41, -1.59)  -0.843
C (3.21, 0.51, -0.58)  0.252
C (3.46, -0.14, 0.94)  -0.465
C (2.22, -0.14, 2.01)  -0.609
C (0.79, 0.54, 1.50)  0.455
C (-0.46, 0.48, 2.58)  -0.715
C (-1.88, 1.13, 2.10)  0.374
C (-3.17, 1.07, 3.11)  -0.797
C (-4.17, -0.22, 2.89)  -0.578
C (-3.53, -1.45, 2.02)  -0.537
C (-3.61, -1.24, 0.38)  -0.358
O (-2.18, -1.28, -0.09)  -0.208
C (-2.19, -1.82, -1.47)  -0.702
N (-2.08, 1.77, 0.74)  0.038
C (-0.95, 1.84, -0.31)  -0.385
C (0.55, 1.20, 0.01)  0.508
C (1.79, 1.20, -1.07)  0.117
P (1.48, 1.94, -2.81)  0.554
N (2.74, 2.80, -3.39)  -0.761
H (2.83, -1.18, -2.77)  0.085
H (3.20, -2.61, -1.51)  0.213
H (4.07, -2.53, -3.19)  0.315
H (5.63, -1.16, -2.35)  0.310
H (5.48, 0.92, -1.11)  0.267
H (4.30, 0.76, -2.69)  0.476
H (4.52, -0.61, 1.22)  0.340
H (2.30, -0.60, 3.09)  0.287
H (-0.37, 0.01, 3.65)  0.309
H (-2.74, 1.07, 4.22)  0.308
H (-3.85, 2.04, 2.98)  0.290
H (-5.23, 0.14, 2.48)  0.301
H (-4.40, -0.65, 3.98)  0.289
H (-2.44, -1.76, 2.39)  0.223
H (-4.20, -2.41, 2.24)  0.376
H (-3.94, -0.11, 0.22)  0.134
H (-4.29, -2.02, -0.17)  0.444
H (-1.21, -1.56, -2.08)  0.156
H (-2.31, -3.00, -1.48)  0.268
H (-3.11, -1.39, -2.08)  0.322
H (-3.01, 2.18, 0.46)  0.375
H (-1.21, 2.34, -1.33)  0.067
H (0.33, 2.86, -2.79)  0.071
H (1.12, 0.82, -3.68)  0.102
H (3.50, 2.79, -2.67)  0.277

Computed properties:
Molecular weight   306.37 g/mol
Net charge   +1
Structure (SMILES)   CNCc1ccc2cc(CCCCOC)[nH+]cc2c1[PH2]=N
Strongest force on any atom   5.50 eV Å⁻¹
Total energy   -32780.649 eV